{"formula": "C43H35N4NiO2S2", "method": "ωB97M-V with the def2-TZVPD basis set", "lumo_ev": 2.550, "total_charge": -1, "total_energy_ev": -117931.2218, "e_above_lowest_kcal_mol": 13.52, "homo_ev": -4.6, "species": ["Ni", "O", "C", "C", "C", "C", "C", "C", "C", "C", "C", "O", "C", "C", "C", "C", "C", "C", "C", "C", "C", "C", "C", "C", "N", "C", "C", "C", "C", "C", "C", "C", "C", "C", "C", "C", "C", "H", "H", "H", "H", "H", "H", "H", "H", "H", "H", "H", "H", "H", "H", "H", "H", "H", "H", "H", "H", "H", "H", "H", "H", "H", "H", "H", "S", "C", "N", "C", "C", "C", "C", "C", "C", "S", "H", "H", "H", "H", "N", "C", "C", "N", "C", "H", "H", "H", "H"], "xyz": [[0.39, 0.20, 0.00], [1.08, -1.43, -0.75], [1.18, -2.68, -0.21], [-0.20, -3.19, 0.31], [-0.99, -2.36, 1.28], [-1.64, -2.98, 2.34], [-2.60, -2.27, 3.04], [-2.90, -0.98, 2.65], [-2.16, -0.39, 1.63], [-2.42, 1.03, 1.24], [-2.36, 1.31, -0.30], [-1.19, 0.92, -0.89], [-2.51, 2.82, -0.55], [-2.56, 3.23, -1.88], [-2.53, 4.57, -2.23], [-2.43, 5.54, -1.24], [-2.39, 5.15, 0.09], [-2.44, 3.80, 0.43], [-3.56, 0.56, -0.90], [-4.86, 1.04, -0.79], [-5.93, 0.30, -1.29], [-5.71, -0.93, -1.89], [-4.41, -1.42, -1.99], [-3.35, -0.67, -1.50], [-1.20, -1.07, 1.00], [2.25, -2.74, 0.93], [2.08, -1.91, 2.04], [3.03, -1.85, 3.05], [4.18, -2.63, 2.98], [4.36, -3.45, 1.89], [3.41, -3.51, 0.88], [1.56, -3.67, -1.33], [1.62, -5.05, -1.13], [1.97, -5.90, -2.17], [2.26, -5.39, -3.43], [2.17, -4.03, -3.64], [1.82, -3.18, -2.60], [-0.10, -4.20, 0.71], [-0.81, -3.25, -0.60], [-1.42, -4.01, 2.58], [-3.14, -2.73, 3.86], [-3.68, -0.41, 3.14], [-1.64, 1.64, 1.71], [-3.39, 1.34, 1.64], [-2.61, 2.47, -2.65], [-2.56, 4.86, -3.27], [-2.38, 6.59, -1.50], [-2.30, 5.90, 0.87], [-2.39, 3.54, 1.48], [-5.04, 2.00, -0.32], [-6.94, 0.69, -1.20], [-6.54, -1.50, -2.28], [-4.23, -2.38, -2.46], [-2.32, -1.01, -1.59], [1.20, -1.29, 2.13], [2.85, -1.19, 3.90], [4.92, -2.58, 3.77], [5.26, -4.06, 1.81], [3.61, -4.15, 0.03], [1.40, -5.47, -0.16], [2.04, -6.97, -1.99], [2.55, -6.06, -4.23], [2.37, -3.62, -4.63], [1.74, -2.11, -2.75], [0.42, 1.04, 3.70], [0.65, 2.15, 2.48], [0.55, 2.00, 1.18], [0.77, 3.15, 0.45], [0.72, 3.27, -0.94], [0.98, 4.50, -1.52], [1.31, 5.61, -0.75], [1.37, 5.51, 0.63], [1.09, 4.29, 1.22], [1.08, 3.86, 2.90], [0.45, 2.41, -1.53], [0.91, 4.60, -2.60], [1.51, 6.56, -1.23], [1.63, 6.36, 1.25], [4.75, 1.11, 0.76], [4.89, 0.11, -0.18], [3.63, -0.11, -0.66], [2.74, 0.73, -0.04], [3.44, 1.45, 0.80], [5.48, 1.50, 1.32], [5.83, -0.35, -0.40], [3.30, -0.84, -1.38], [3.07, 2.22, 1.46]], "lowdin_charge": [0.64, -0.23, -0.47, -0.04, -0.25, -0.02, -0.06, -0.02, -0.25, -0.07, -0.49, -0.22, -0.15, -0.03, -0.09, -0.11, -0.09, -0.03, -0.15, -0.04, -0.10, -0.12, -0.09, -0.02, 0.15, -0.11, -0.04, -0.08, -0.11, -0.10, -0.04, -0.16, -0.06, -0.10, -0.11, -0.09, -0.02, 0.11, 0.14, 0.11, 0.10, 0.11, 0.07, 0.12, 0.13, 0.10, 0.09, 0.10, 0.11, 0.12, 0.09, 0.09, 0.09, 0.11, 0.06, 0.09, 0.09, 0.09, 0.10, 0.11, 0.09, 0.09, 0.10, 0.11, 0.52, -1.18, -0.06, -0.34, -0.02, -0.09, -0.11, -0.11, -0.51, 0.95, 0.10, 0.10, 0.09, 0.10, 0.06, -0.09, -0.12, 0.07, -0.16, 0.14, 0.10, 0.09, 0.11]}